No. 1
Here is 2 unconnected molecules or ions with the total composition C8H22NSSi at a distorted geometry from the Open Molecules 2025 dataset. Energies are from the ωB97M-V functional and the def2-TZVPD basis.

```
33
Properties=species:S:1:pos:R:3:lowdin_charge:R:1
C -0.76 -3.53 -0.48 -0.15
C 2.73 2.15 -0.59 -0.11
C 0.86 2.54 -2.28 -0.11
C -2.12 -0.17 2.11 -0.18
C 1.18 -0.79 1.67 -0.16
C -1.84 -2.58 -0.50 -0.37
C -1.36 -1.11 -0.59 -0.27
C -0.37 1.55 0.55 -0.57
N 1.42 1.73 -1.14 -0.21
Si -0.54 -0.34 0.96 0.58
S 0.24 2.59 1.59 0.96
H -0.97 -4.47 -0.93 0.07
H 0.18 -3.15 -0.96 0.09
H -0.42 -3.68 0.58 0.09
H 2.85 1.58 0.42 0.08
H 3.62 1.97 -1.25 0.11
H 2.61 3.24 -0.36 0.09
H 0.31 2.07 -3.15 0.10
H 0.26 3.44 -2.06 0.07
H 1.80 3.03 -2.74 0.10
H -3.03 0.39 1.64 0.08
H -2.49 -1.18 2.28 0.01
H -1.81 0.38 3.12 0.08
H 2.04 -0.10 1.30 0.05
H 1.39 -1.03 2.69 0.03
H 1.28 -1.71 1.02 0.04
H -2.33 -2.73 -1.50 0.12
H -2.73 -2.80 0.16 0.13
H -2.32 -0.62 -0.73 0.08
H -0.85 -1.25 -1.57 0.09
H -1.08 2.07 -0.22 0.10
H 1.38 0.77 -1.41 0.09
H 0.84 1.76 2.37 -0.11
```

Computed properties:
E_HOMO = -12.988 eV
Kohn-Sham gap = 8.43 eV
Lowest unoccupied orbital energy = -4.56 eV
Total charge = +1

***

No. 2
Here is 3 unconnected molecules or ions with the total composition C21H28O9S at a distorted geometry from the Open Molecules 2025 dataset. Energies are from the ωB97M-V functional and the def2-TZVPD basis.

```
59
Properties=species:S:1:pos:R:3:lowdin_charge:R:1
C 3.01 -2.26 2.92 -0.03
C 3.11 -2.31 1.43 -0.16
C 4.31 -1.65 0.52 -0.17
C 4.36 -0.01 0.53 -0.09
C 4.85 0.74 -0.69 -0.42
S 5.45 -0.06 -2.27 0.70
C 4.87 2.41 -0.64 -0.23
O 5.79 3.12 -1.29 -0.04
C 3.61 3.08 0.23 0.07
C 3.10 2.35 1.46 -0.06
C 1.87 2.87 2.41 -0.16
O 0.56 2.99 1.74 -0.21
C 0.24 1.80 0.94 -0.21
C -1.38 1.57 0.72 -0.19
C -1.93 0.29 1.65 -0.12
C 3.93 0.95 1.82 -0.15
O 4.23 0.71 3.09 -0.03
H 1.99 -1.85 3.38 0.08
H 3.92 -2.57 3.59 0.07
H 2.25 -2.93 0.88 0.09
H 5.38 -2.11 0.77 0.13
H 4.09 -1.98 -0.60 0.09
H 5.10 0.89 -3.29 -0.08
H 3.07 4.09 -0.09 0.14
H 2.19 3.95 2.81 0.15
H 1.76 2.20 3.39 0.15
H 0.73 1.95 -0.13 0.13
H 0.65 0.87 1.52 0.12
H -2.00 2.57 0.93 0.11
H -1.57 1.26 -0.42 0.11
H -2.99 0.61 2.09 0.07
H -2.05 -0.67 0.99 0.06
H -1.19 0.07 2.56 0.08
C 1.49 -4.61 -3.41 -0.01
C 0.89 -4.14 -2.10 -0.35
C -0.48 -4.68 -1.82 -0.12
O -1.04 -3.68 -0.99 0.07
C -0.43 -2.51 -1.34 -0.50
O -0.82 -1.40 -0.99 0.12
O 0.65 -2.74 -2.13 0.08
H 0.87 -5.37 -3.90 0.08
H 1.66 -3.79 -4.11 0.09
H 2.46 -5.09 -3.23 0.08
H 1.58 -4.34 -1.27 0.15
H -0.45 -5.64 -1.30 0.15
H -1.10 -4.78 -2.72 0.14
C -5.54 2.43 -1.92 -0.01
C -5.70 1.88 -0.51 -0.34
C -6.97 2.30 0.17 -0.12
O -6.62 2.23 1.54 0.06
C -5.27 2.46 1.60 -0.51
O -4.66 2.70 2.63 0.13
O -4.71 2.40 0.36 0.06
H -6.43 2.97 -2.25 0.08
H -4.67 3.10 -1.99 0.09
H -5.39 1.61 -2.63 0.08
H -5.59 0.79 -0.52 0.16
H -7.80 1.62 -0.05 0.14
H -7.27 3.33 -0.06 0.14
```

Computed properties:
E_HOMO = -8.453 eV
SMILES = C=CCC1=C(S)C(=O)C=C(COCCC)C1=O.C[C@@H]1COC(=O)O1.C[C@@H]1COC(=O)O1
Kohn-Sham gap = 7.06 eV
Lowest unoccupied orbital energy = -1.40 eV

***

No. 3
Here is a molecular structure, C35H52OP4STl at a distorted geometry from the Open Molecules 2025 dataset. Energies are from the ωB97M-V functional and the def2-TZVPD basis.

```
94
Properties=species:S:1:pos:R:3:lowdin_charge:R:1
Tl -0.62 -0.17 -0.30 0.38
P -2.03 1.65 -0.36 0.78
P -2.33 -1.47 0.58 0.78
P 0.89 0.93 -1.68 0.77
H -1.63 -2.19 -2.04 0.08
C -0.72 -1.60 -1.95 -0.17
C 0.28 -2.02 -0.98 -0.14
H 0.08 -2.90 -0.37 0.08
C -3.20 1.86 -1.79 -0.19
C -3.25 1.94 1.01 -0.19
C -1.36 3.39 -0.35 -0.19
C -2.11 -3.30 0.64 -0.21
C -3.00 -1.27 2.30 -0.20
C -3.92 -1.44 -0.37 -0.20
C 2.26 -0.05 -2.45 -0.22
C 1.92 2.36 -1.10 -0.19
C 0.20 1.65 -3.23 -0.21
H -0.39 -1.26 -2.93 0.09
H 1.33 -1.97 -1.25 0.07
H -3.81 2.76 -1.70 0.08
H -3.85 0.98 -1.86 0.04
H -2.62 1.91 -2.72 0.04
H -3.82 2.87 0.83 0.08
H -2.72 2.03 1.96 0.04
H -3.96 1.12 1.08 0.04
H -2.17 4.12 -0.34 0.08
H -0.74 3.58 -1.23 0.04
H -0.74 3.53 0.54 0.06
H -3.02 -3.77 1.03 0.08
H -1.27 -3.56 1.29 0.07
H -1.91 -3.70 -0.36 0.06
H -4.00 -1.72 2.37 0.09
H -3.06 -0.22 2.59 0.02
H -2.34 -1.79 3.00 0.03
H -4.62 -2.20 0.00 0.08
H -3.71 -1.61 -1.42 0.05
H -4.40 -0.46 -0.27 0.03
H 2.84 0.60 -3.11 0.07
H 1.85 -0.88 -3.03 0.05
H 2.91 -0.46 -1.68 0.05
H 2.48 2.79 -1.94 0.08
H 2.63 2.01 -0.35 0.06
H 1.29 3.13 -0.66 0.03
H 1.00 2.02 -3.89 0.06
H -0.48 2.48 -3.00 0.03
H -0.37 0.88 -3.75 0.05
C 1.70 -0.86 -7.52 -0.62
C 0.96 -0.62 -8.68 -0.11
C 0.81 -1.63 -9.63 -0.07
C 1.38 -2.89 -9.43 -0.07
C 2.12 -3.13 -8.26 -0.08
C 2.28 -2.12 -7.31 -0.14
S 1.95 0.37 -6.27 0.77
H 1.25 1.35 -6.88 -0.12
H 0.51 0.35 -8.85 0.10
H 0.23 -1.43 -10.53 0.11
H 1.25 -3.67 -10.16 0.11
H 2.57 -4.10 -8.09 0.11
H 2.86 -2.32 -6.41 0.09
O 0.05 0.72 1.51 -0.51
P 0.65 0.39 2.94 0.99
C -0.51 -0.48 4.10 -0.28
C -1.64 0.16 4.65 -0.10
C -2.47 -0.50 5.56 -0.04
C -2.18 -1.80 5.95 -0.03
C -1.06 -2.45 5.43 -0.04
C -0.23 -1.80 4.52 -0.09
C 2.23 -0.56 2.80 -0.28
C 2.90 -0.93 3.98 -0.09
C 4.08 -1.66 3.92 -0.02
C 4.61 -2.03 2.69 -0.02
C 3.96 -1.66 1.51 -0.04
C 2.76 -0.93 1.56 -0.09
C 0.93 2.05 3.74 -0.25
C 2.13 2.36 4.39 -0.06
C 2.28 3.58 5.06 -0.03
C 1.23 4.51 5.07 -0.03
C 0.05 4.22 4.40 -0.05
C -0.11 3.00 3.74 -0.11
H -1.90 1.17 4.38 0.09
H -3.33 0.01 5.97 0.12
H -2.82 -2.31 6.66 0.13
H -0.84 -3.47 5.74 0.12
H 0.63 -2.33 4.13 0.10
H 2.49 -0.66 4.95 0.12
H 4.59 -1.94 4.84 0.13
H 5.54 -2.59 2.64 0.13
H 4.37 -1.94 0.55 0.11
H 2.27 -0.65 0.65 0.05
H 2.95 1.66 4.42 0.09
H 3.20 3.81 5.58 0.12
H 1.35 5.45 5.59 0.12
H -0.77 4.94 4.40 0.12
H -1.03 2.80 3.23 0.07
```

Computed properties:
E_HOMO (spin up / spin down) = -13.669 / -13.669 eV
Kohn-Sham gap (spin up / spin down) = 3.09 / 3.09 eV
Lowest unoccupied orbital energy (spin up / spin down) = -10.58 / -10.58 eV
Total charge = +3

***

No. 4
Here is 2 unconnected molecules or ions with the total composition C3H11NOS2 at a distorted geometry from the Open Molecules 2025 dataset. Energies are from the ωB97M-V functional and the def2-TZVPD basis.

```
18
Properties=species:S:1:pos:R:3:lowdin_charge:R:1
C -1.37 1.80 -2.69 -0.07
C -0.70 0.83 -1.72 -0.52
N 0.70 0.72 -2.02 0.02
C -0.85 1.42 -0.27 -0.60
S -1.09 0.34 1.11 0.48
S 0.74 -0.70 1.15 0.37
H -1.28 2.84 -2.35 0.08
H -0.89 1.75 -3.67 0.07
H -2.41 1.51 -2.75 0.08
H -1.24 -0.11 -1.69 0.12
H 1.17 -0.05 -1.55 0.04
H 0.87 0.63 -3.01 0.07
H -0.01 2.10 -0.15 0.08
H -1.73 2.07 -0.31 0.06
H 1.49 0.39 0.95 -0.17
O 2.28 -3.58 2.10 -0.09
H 1.57 -3.00 1.82 -0.07
H 2.45 -4.15 1.33 0.04
```

Computed properties:
E_HOMO = -8.714 eV
SMILES = C[C@@H](N)CSS.O
Kohn-Sham gap = 9.09 eV
Lowest unoccupied orbital energy = 0.38 eV

***

No. 5
Here is 2 unconnected molecules or ions with the total composition CH4N2O at a distorted geometry from the Open Molecules 2025 dataset. Energies are from the ωB97M-V functional and the def2-TZVPD basis.

```
8
Properties=species:S:1:pos:R:3:lowdin_charge:R:1
N -0.19 0.12 0.85 -0.07
O -0.52 0.08 -0.42 -0.29
H 0.01 1.03 1.18 0.14
H 0.67 -0.42 0.92 0.16
H -0.72 -0.30 1.55 0.12
C 0.57 -2.05 -2.55 -0.10
N 1.17 -2.84 -3.12 0.03
H 0.05 -1.35 -1.91 0.01
```

Computed properties:
E_HOMO = -9.551 eV
SMILES = [NH3+][O-].C#N
Kohn-Sham gap = 9.69 eV
Lowest unoccupied orbital energy = 0.14 eV

***

No. 6
Here is a molecular structure, C25H44BiCl3N4O3SeSi at a distorted geometry from the Open Molecules 2025 dataset. Energies are from the ωB97M-V functional and the def2-TZVPD basis.

```
82
Properties=species:S:1:pos:R:3:lowdin_charge:R:1
C -1.14 5.49 -0.69 -0.05
C -0.21 4.57 0.03 -0.20
H -1.17 6.49 -0.23 0.08
H -2.18 5.16 -0.58 0.05
H -0.90 5.52 -1.75 0.09
C 0.52 5.10 1.03 -0.10
C 0.47 6.51 1.51 -0.11
H 1.12 4.49 1.68 0.08
H -0.51 6.80 1.89 0.07
H 0.77 7.26 0.78 0.08
H 1.14 6.59 2.38 0.07
Bi -0.43 -2.68 -0.16 1.01
Cl 0.83 -1.85 -2.32 -0.01
Cl -2.63 -2.97 -1.43 -0.15
H -0.81 -7.22 -1.48 0.10
H -0.91 -6.30 -4.79 0.09
C -1.54 -6.49 -1.84 -0.04
C -1.38 -5.54 -4.16 -0.03
N -0.91 -5.59 -2.79 -0.18
H -1.94 -5.94 -0.99 0.08
C 0.04 -4.80 -2.33 -0.41
O 0.29 -4.78 -1.08 -0.32
H -1.18 -4.55 -4.57 0.10
H 0.58 -4.15 -3.03 0.07
H -2.33 -6.99 -2.38 0.09
H -2.44 -5.74 -4.13 0.09
H -2.38 2.02 1.74 0.06
H -0.94 3.50 3.35 0.08
C -2.56 1.52 2.71 -0.08
C -0.88 2.68 4.08 -0.07
N -1.29 1.44 3.41 -0.21
H -2.89 0.49 2.60 0.08
C -0.76 0.20 3.73 -0.35
O -1.18 -0.88 3.35 -0.07
H 0.16 2.60 4.40 0.08
H 0.13 0.33 4.38 0.14
H -3.27 2.13 3.28 0.10
H -1.51 2.90 4.95 0.09
O -1.17 2.36 -0.50 -0.25
C 0.01 3.18 -0.57 -0.24
C 1.22 2.25 1.47 -0.09
C 1.14 2.40 0.07 -0.18
H 0.38 2.46 2.13 0.08
C 2.44 1.94 2.07 -0.11
H 0.12 3.32 -1.65 0.15
C 2.07 1.73 -0.71 -0.04
H 2.62 2.02 3.16 0.11
C 3.49 1.55 1.23 -0.15
C 3.28 1.37 -0.14 -0.13
H 1.92 1.58 -1.76 0.12
H 4.48 1.37 1.67 0.10
H 4.09 1.00 -0.75 0.09
Si -2.42 1.79 -1.37 0.34
Cl -0.75 -0.36 0.51 0.04
C -3.79 0.99 -0.33 -0.16
C -2.12 0.62 -2.81 -0.18
C -3.04 3.43 -1.98 -0.17
H -3.76 1.05 0.75 -0.01
H -4.00 -0.07 -0.54 0.02
H -4.71 1.52 -0.62 0.03
H -3.19 3.99 -1.04 0.02
H -3.97 3.35 -2.59 0.05
H -2.14 3.85 -2.49 0.04
H -1.15 0.71 -3.31 0.02
H -2.87 0.89 -3.57 0.03
H -2.30 -0.46 -2.68 -0.03
C 1.63 -4.52 2.17 -0.07
N 2.57 -4.19 1.13 -0.15
C 3.28 -5.09 0.37 -0.05
C 3.95 -4.36 -0.57 -0.04
N 3.63 -3.03 -0.36 -0.12
C 4.08 -1.95 -1.19 -0.06
C 2.77 -2.91 0.70 -0.73
Se 1.94 -1.44 1.36 0.68
H 1.56 -3.67 2.86 0.06
H 1.98 -5.39 2.72 0.10
H 0.64 -4.74 1.76 0.06
H 3.21 -6.15 0.54 0.12
H 4.55 -4.66 -1.42 0.12
H 4.68 -2.37 -2.00 0.10
H 3.21 -1.45 -1.62 0.01
H 4.68 -1.23 -0.63 0.09
```

Computed properties:
E_HOMO = -7.248 eV
Kohn-Sham gap = 7.33 eV
Lowest unoccupied orbital energy = 0.08 eV

***

No. 7
Here is C2H5N3OS2 in the gas phase at a distorted geometry from the Open Molecules 2025 dataset. Energies are from the ωB97M-V functional and the def2-TZVPD basis.

```
13
Properties=species:S:1:pos:R:3:lowdin_charge:R:1
N 0.78 1.44 -1.12 0.12
C 0.86 1.56 0.22 -0.95
S 2.00 2.44 1.03 0.61
N -0.18 0.98 0.94 -0.01
O -0.91 0.00 0.25 -0.11
C -0.45 -1.28 0.36 -0.92
N -1.25 -2.08 -0.37 0.10
S 0.86 -1.78 1.23 0.70
H 0.00 0.96 -1.54 0.11
H 1.44 1.91 -1.67 0.09
H 0.11 0.63 1.78 0.03
H -1.14 -3.08 -0.34 0.11
H -2.12 -1.70 -0.77 0.13
```

Computed properties:
E_HOMO = -8.536 eV
SMILES = NC(=S)NOC(N)=S
Kohn-Sham gap = 8.97 eV
Lowest unoccupied orbital energy = 0.44 eV